A structure of composition C14H12BCl3FeN4O2, computed with ωB97M-V/def2-TZVPD.

## Properties
E_tot = -97399.0202 eV
Spin multiplicity = 5
Frontier orbital gap (spin up / spin down) = 7.363 / 7.239 eV
Strongest force on any atom = 0.95 eV/Å
HOMO level (spin up / spin down) = -9.433 / -9.404 eV
⟨S²⟩ = 6.02

Cartesian coordinates (Å):
1 Fe 0.23256 0.35839 -0.77888
2 C -0.41863 3.12769 4.09264
3 C -0.49525 3.38349 2.73465
4 C -0.21625 2.36967 1.82736
5 C 0.14175 1.11836 2.29725
6 C 0.22174 0.84869 3.65813
7 C -0.06179 1.86176 4.55348
8 N 0.43557 0.11989 1.29324
9 N 0.73225 -1.00289 1.72457
10 C 1.05276 -1.97471 0.70234
11 C 1.28112 -3.26286 1.12301
12 C 1.59307 -4.20922 0.15138
13 C 1.66363 -3.81482 -1.17025
14 C 1.42284 -2.48348 -1.49424
15 N 1.12632 -1.58731 -0.56372
16 H -0.64221 3.91447 4.80166
17 H -0.78114 4.36156 2.37348
18 H -0.31265 2.55125 0.76574
19 H 0.50278 -0.13688 3.99992
20 H -0.00421 1.66791 5.61599
21 H 1.20992 -3.50298 2.17434
22 H 1.77651 -5.23778 0.43026
23 H 1.89837 -4.51919 -1.95555
24 H 1.46566 -2.12003 -2.51383
25 Cl -4.42180 0.23781 0.43336
26 C -3.73161 0.38169 -1.20923
27 Cl -4.23116 -1.00039 -2.18301
28 Cl -4.29081 1.87240 -1.96238
29 C -2.19234 0.39948 -1.00377
30 O -1.63304 1.50163 -0.84872
31 O -1.58751 -0.69937 -0.94940
32 B 1.50901 0.95860 -5.21517
33 C 1.13575 0.83128 -3.69525
34 N 0.85834 0.73622 -2.57427
35 H 2.63072 0.50547 -5.33513
36 H 1.45091 2.13968 -5.48350
37 H 0.67884 0.30454 -5.81652

Partial atomic charges computed with the Mulliken method, in multiples of e:
1 Fe 0.05
2 C -0.43
3 C -0.81
4 C -0.39
5 C 0.87
6 C -0.30
7 C -0.60
8 N 0.65
9 N -0.46
10 C 0.43
11 C -0.38
12 C -0.38
13 C -0.64
14 C -0.22
15 N -0.20
16 H 0.39
17 H 0.39
18 H 0.31
19 H 0.43
20 H 0.37
21 H 0.47
22 H 0.40
23 H 0.41
24 H 0.45
25 Cl -0.15
26 C 0.63
27 Cl -0.12
28 Cl -0.12
29 C 0.58
30 O -0.58
31 O -0.57
32 B 0.10
33 C 0.36
34 N -0.58
35 H -0.12
36 H -0.11
37 H -0.11

A structure of composition C14H12Br4N6O2 at a distorted geometry, computed with ωB97M-V/def2-TZVPD.

## Properties
E_tot = -307915.0043 eV
Frontier orbital gap = 8.087 eV
Strongest force on any atom = 5.78 eV/Å
HOMO level = -8.906 eV

Cartesian coordinates (Å):
1 O 5.75907 -0.87881 2.27432
2 Br 0.24298 -2.09864 -5.44409
3 Br -2.57624 -3.35161 -5.08143
4 Br 1.22025 0.64804 -3.59691
5 Br -4.70127 -2.01870 -2.86776
6 N 1.36818 1.16325 2.72079
7 N 0.18568 0.75108 3.10930
8 N -1.15245 1.11170 -1.42783
9 N -3.17699 0.26344 -1.30711
10 O 3.68102 -1.52025 2.07939
11 C 4.62673 -0.57161 2.10079
12 C 0.50686 -0.04210 1.14370
13 C 1.66325 0.58659 1.54799
14 C -0.87582 -1.31093 -4.16216
15 C -2.14823 -1.92072 -3.99713
16 C -0.39361 -0.28581 -3.31715
17 C -2.89414 -1.41560 -3.02784
18 C -1.24222 0.10847 -2.31236
19 C -2.49386 -0.41523 -2.13742
20 N -2.26438 1.09487 -0.73725
21 N -0.33543 0.01641 2.12806
22 C 4.27108 0.81923 1.57799
23 C 2.93232 0.80336 0.79609
24 C -2.37906 1.76592 0.52572
25 C -1.70456 -0.31099 2.06216
26 C -2.77875 0.76711 1.58519
27 H 4.11779 -2.19825 2.60950
28 H 0.61662 -0.64247 0.20311
29 H 5.14584 1.04607 0.87865
30 H 4.22796 1.51846 2.39810
31 H 2.84891 1.76785 0.28012
32 H 3.00068 0.00697 0.05071
33 H -3.18028 2.45395 0.39698
34 H -1.58012 2.40616 0.83588
35 H -1.75433 -1.11126 1.30647
36 H -2.03344 -0.63093 3.10682
37 H -3.01414 1.25800 2.52428
38 H -3.73590 0.36697 1.17433

Partial atomic charges computed with the Mulliken method, in multiples of e:
1 O -0.56
2 Br -0.14
3 Br -0.11
4 Br -0.09
5 Br -0.14
6 N -0.40
7 N -0.91
8 N -0.86
9 N -0.97
10 O -0.39
11 C 0.46
12 C 0.30
13 C 0.16
14 C 0.73
15 C -0.56
16 C -0.98
17 C 0.17
18 C 1.13
19 C 0.58
20 N 1.21
21 N 0.76
22 C -0.48
23 C -0.71
24 C -0.82
25 C -0.84
26 C -0.59
27 H 0.33
28 H 0.21
29 H 0.29
30 H 0.33
31 H 0.33
32 H 0.31
33 H 0.41
34 H 0.31
35 H 0.39
36 H 0.33
37 H 0.44
38 H 0.38

A structure of composition C14H12Br6N2O4 at a distorted geometry, computed with ωB97M-V/def2-TZVPD.

## Properties
E_tot = -446131.0365 eV
Frontier orbital gap = 9.252 eV
Strongest force on any atom = 1.61 eV/Å
HOMO level = -9.985 eV

Cartesian coordinates (Å):
1 C -0.43921 1.60830 -5.22807
2 Br 0.22607 0.52289 -6.75163
3 Br -2.24887 0.99472 -4.69602
4 Br -0.57366 3.45284 -5.81206
5 H 0.23279 1.47485 -4.39208
6 C -1.29455 1.36077 0.24659
7 Br -0.96162 1.60348 -1.66839
8 Br -2.82335 0.16845 0.50700
9 Br -1.48237 3.11333 1.07640
10 H -0.47004 0.91078 0.77900
11 C 2.62473 0.50772 4.89027
12 C 2.25359 0.81785 6.19996
13 C 1.01740 1.39461 6.43624
14 C 0.18670 1.68699 5.35602
15 C 0.49675 1.31379 4.06342
16 C 1.71454 0.65814 3.85729
17 N -1.06080 2.44573 5.58857
18 O -1.31382 2.76553 6.73440
19 O -1.75977 2.69853 4.62432
20 H 3.62720 0.13093 4.73705
21 H 2.88696 0.57782 7.04118
22 H 0.64294 1.64060 7.42010
23 H -0.01674 1.70033 3.19431
24 H 1.91930 0.44765 2.81546
25 C -0.91758 -2.71942 -5.14609
26 C 0.39987 -3.01856 -4.81900
27 C 0.93374 -2.69678 -3.57041
28 C 0.05918 -2.26159 -2.57224
29 C -1.28437 -2.06050 -2.87164
30 C -1.77168 -2.30122 -4.13522
31 N 0.58232 -1.95454 -1.23286
32 O 1.72077 -2.30826 -0.99142
33 O -0.18160 -1.46616 -0.42240
34 H -1.20637 -2.95175 -6.16185
35 H 1.07254 -3.54499 -5.48325
36 H 1.95251 -2.90926 -3.27848
37 H -1.92896 -1.75014 -2.05774
38 H -2.81452 -2.05345 -4.27676

Partial atomic charges computed with the Mulliken method, in multiples of e:
1 C -0.31
2 Br -0.06
3 Br -0.03
4 Br -0.02
5 H 0.36
6 C -0.04
7 Br 0.05
8 Br -0.03
9 Br -0.08
10 H 0.09
11 C -0.50
12 C -0.39
13 C -0.45
14 C 0.00
15 C 0.27
16 C -0.29
17 N 1.01
18 O -0.61
19 O -0.58
20 H 0.37
21 H 0.37
22 H 0.45
23 H -0.04
24 H 0.39
25 C -0.46
26 C -0.46
27 C -0.39
28 C -0.12
29 C 0.10
30 C -0.63
31 N 0.98
32 O -0.60
33 O -0.54
34 H 0.42
35 H 0.38
36 H 0.47
37 H 0.36
38 H 0.54